C3H4FNO4 in the gas phase, computed with ωB97M-V/def2-TZVPD.

Bonds (Å) are listed after each position.
Atoms and positions in Å:
1 C -1.88875 0.09594 -0.99977  O2 1.407, H10 1.037, H11 1.056, H12 1.171
2 O -0.67421 -0.07106 -0.30896  C1 1.407, C3 1.328
3 C -0.39769 0.18775 0.96387  O2 1.328, O4 1.163, C5 1.828
4 O -1.03399 0.35560 1.92309  C3 1.163
5 C 1.42522 0.06359 1.01438  C3 1.828, F6 1.366, N7 1.503, H13 1.074
6 F 1.57455 -1.10853 1.69962  C5 1.366
7 N 1.76112 -0.22635 -0.42134  C5 1.503, O8 1.194, O9 1.190
8 O 1.80489 0.71805 -1.15086  N7 1.194
9 O 1.69132 -1.39565 -0.63338  N7 1.190
10 H -2.66125 0.46300 -0.41420  C1 1.037
11 H -1.96306 -0.83672 -1.48997  C1 1.056
12 H -1.59486 0.94232 -1.75351  C1 1.171
13 H 1.95672 0.81206 1.57102  C5 1.074

Structure (SMILES): COC(=O)[C@@H](F)[N+](=O)[O-]
HOMO (eV): -10.80
Multiplicity: 1

A 2-piece molecular cluster, H4O2 overall, computed with ωB97M-V/def2-TZVPD.

Bonds (Å) are listed after each position.
Atoms and positions in Å:
1 O 0.15504 1.05706 -0.87048  H2 0.959, H3 0.934
2 H -0.47367 0.40399 -0.55845  O1 0.959
3 H 0.15803 1.06566 -1.80470  O1 0.934
4 O -0.19862 -0.99228 0.99233  H5 0.953, H6 0.974
5 H 0.43721 -0.28730 0.91063  O4 0.953
6 H 0.22706 -1.70060 0.47775  O4 0.974

Structure (SMILES): O.O
HOMO (eV): -11.57
Multiplicity: 1

C4H11B in the gas phase, computed with ωB97M-V/def2-TZVPD.

Bonds (Å) are listed after each position.
Atoms and positions in Å:
1 B 0.99592 -0.42338 -2.02235  C2 1.573, H6 1.099, H7 1.136
2 C -0.15017 0.02034 -1.04104  B1 1.573, C3 1.475, H8 1.123, H9 1.061
3 C -0.08305 -0.30727 0.39599  C2 1.475, C4 1.462, C5 1.548, H10 1.113
4 C 0.97976 0.37548 1.13203  C3 1.462, H11 1.088, H12 1.129, H13 1.067
5 C -1.48207 0.02378 0.97063  C3 1.548, H14 1.156, H15 1.138, H16 1.133
6 H 1.87865 -1.02296 -1.76042  B1 1.099
7 H 0.72380 0.13494 -2.97361  B1 1.136
8 H -0.87517 -0.65020 -1.57469  C2 1.123
9 H -0.53890 0.99114 -1.22150  C2 1.061
10 H 0.02574 -1.41363 0.44628  C3 1.113
11 H 0.43650 1.25065 1.48247  C4 1.088
12 H 1.85138 0.54250 0.43416  C4 1.129
13 H 1.19715 -0.22379 1.98759  C4 1.067
14 H -1.45186 -0.14530 2.11389  C5 1.156
15 H -2.19956 -0.72302 0.49891  C5 1.138
16 H -1.82705 1.07211 0.71418  C5 1.133

Structure (SMILES): BCC(C)C
HOMO (eV): -10.15
Multiplicity: 1

A 2-piece molecular cluster, C10H18N2O3Si overall, computed with ωB97M-V/def2-TZVPD.

Bonds (Å) are listed after each position.
Atoms and positions in Å:
1 C 1.98509 0.46917 -0.68183  Si2 1.891, H14 1.137, H15 1.124, H16 1.124
2 Si 0.72612 1.70999 -0.00899  C1 1.891, C3 1.929, C4 1.906, C5 1.923
3 C 1.12375 1.92571 1.86598  Si2 1.929, H17 1.133, H18 1.122, H19 1.121
4 C 0.82750 3.43669 -0.80922  Si2 1.906, H20 1.122, H21 1.134, H22 1.133
5 C -1.00488 0.87578 -0.08617  Si2 1.923, C6 1.488, N10 1.394
6 C -1.13202 -0.36205 -0.90250  C5 1.488, C7 1.471, H23 1.119
7 C -2.39406 -1.11091 -0.99785  C6 1.471, C8 1.492, H24 1.118
8 C -3.56434 -0.54944 -0.26183  C7 1.492, C9 1.468, H25 1.122
9 C -3.37746 0.68089 0.51721  C8 1.468, N10 1.394, H26 1.121
10 N -2.14268 1.32419 0.58264  C5 1.394, C9 1.394, O11 1.374
11 O -2.03095 2.45233 1.35924  N10 1.374, N12 1.438
12 N -2.98989 3.39798 0.85565  O11 1.438, O13 1.163
13 O -2.70183 3.71037 -0.22649  N12 1.163
14 H 1.78625 -0.50807 -0.13495  C1 1.137
15 H 3.02205 0.79098 -0.39149  C1 1.124
16 H 1.86447 0.24893 -1.77747  C1 1.124
17 H 0.98966 0.90112 2.32999  C3 1.133
18 H 2.18962 2.26664 1.94811  C3 1.122
19 H 0.40401 2.60909 2.38821  C3 1.121
20 H -0.13296 3.81968 -1.24549  C4 1.122
21 H 1.58633 3.37735 -1.64989  C4 1.134
22 H 1.28626 4.15541 -0.06384  C4 1.133
23 H -0.25556 -0.76267 -1.47097  C6 1.119
24 H -2.52927 -2.05944 -1.57341  C7 1.118
25 H -4.57393 -1.03974 -0.25803  C8 1.122
26 H -4.28993 1.06339 1.04522  C9 1.121
27 C 1.99399 -4.59064 -0.60594  C28 1.543, H30 1.094, H31 1.100, H32 1.095
28 C 1.82861 -3.57708 0.54569  C27 1.543, O29 1.346, H33 1.111, H34 1.112
29 O 1.25414 -2.46426 0.05181  C28 1.346
30 H 2.63452 -4.19768 -1.40121  C27 1.094
31 H 2.46213 -5.51323 -0.23325  C27 1.100
32 H 1.02930 -4.86722 -1.04281  C27 1.095
33 H 2.84140 -3.48179 0.99300  C28 1.111
34 H 1.28456 -4.13148 1.34087  C28 1.112

HOMO (eV): -5.51
Multiplicity: 1

A 2-piece molecular cluster, CH2N3O2P overall, computed with ωB97M-V/def2-TZVPD.

Bonds (Å) are listed after each position.
Atoms and positions in Å:
1 C 0.40414 1.87249 -0.50921  N2 1.150, P7 1.711
2 N 0.30408 2.47343 -1.48410  C1 1.150
3 N 1.53099 -0.33037 0.13185  P7 1.653, H8 1.064, H9 0.964
4 N -2.33000 -1.31711 0.35088  O5 1.206, O6 1.213
5 O -2.70573 -1.29727 -0.79458  N4 1.206
6 O -1.37692 -0.87534 0.95654  N4 1.213
7 P 1.30123 1.17640 0.77047  C1 1.711, N3 1.653
8 H 2.12100 -0.92157 0.79131  N3 1.064
9 H 0.75121 -0.78066 -0.21317  N3 0.964

HOMO (alpha / beta) (eV): -10.69 / -7.82
Multiplicity: 1

C3H7N3O in the gas phase, computed with ωB97M-V/def2-TZVPD.

Bonds (Å) are listed after each position.
Atoms and positions in Å:
1 H 3.79060 -0.67978 -0.41466  N2 1.017
2 N 2.82661 -0.99997 -0.47216  H1 1.017, C3 1.270
3 C 2.03226 -0.04114 -0.21988  N2 1.270, N4 1.389, H9 1.091
4 N 0.66041 -0.25926 -0.23684  C3 1.389, C5 1.383, H10 1.011
5 C -0.31105 0.69665 -0.00196  N4 1.383, O6 1.354, N7 1.266
6 O 0.25088 1.90404 0.24273  C5 1.354, H11 0.969
7 N -1.57150 0.58257 0.00960  C5 1.266, C8 1.447
8 C -2.23144 -0.68050 -0.23974  N7 1.447, H12 1.101, H13 1.101, H14 1.094
9 H 2.30657 0.98640 0.02387  C3 1.091
10 H 0.37567 -1.20622 -0.44601  N4 1.011
11 H -0.49657 2.50181 0.39724  O6 0.969
12 H -1.98357 -1.45112 0.50625  C8 1.101
13 H -2.02046 -1.09054 -1.23938  C8 1.101
14 H -3.31162 -0.51451 -0.18320  C8 1.094

Structure (SMILES): [H]/N=C/N/C(O)=N\C
HOMO (eV): -9.18
Multiplicity: 1

C2H3NP2 in the gas phase, computed with ωB97M-V/def2-TZVPD.

Bonds (Å) are listed after each position.
Atoms and positions in Å:
1 C 1.51756 -0.59427 0.14981  C2 1.413, N3 1.166
2 C 0.71694 0.45260 -0.36042  C1 1.413, P5 1.883, H6 1.027, H7 1.190
3 N 1.95903 -1.57517 0.59910  C1 1.166
4 P -1.93506 0.25254 0.93228  P5 2.027, H8 1.490
5 P -0.99381 -0.19604 -0.80640  C2 1.883, P4 2.027
6 H 0.65366 1.27326 0.25422  C2 1.027
7 H 1.29075 0.81619 -1.33759  C2 1.190
8 H -3.20905 -0.42910 0.56901  P4 1.490

HOMO (eV): -9.82
Multiplicity: 1

C3H6N2O3S in the gas phase, computed with ωB97M-V/def2-TZVPD.

Bonds (Å) are listed after each position.
Atoms and positions in Å:
1 C -0.59438 0.02415 0.04947  N4 1.286, N5 1.295, S9 1.882
2 C 1.46170 -0.72912 -0.48386  C3 1.503, N4 1.433, H10 0.991, H11 1.156
3 C 1.56123 0.62220 0.16687  C2 1.503, N5 1.400, H12 1.184, H13 1.163
4 N 0.04231 -0.87156 -0.61788  C1 1.286, C2 1.433, H14 1.023
5 N 0.25183 0.82307 0.61862  C1 1.295, C3 1.400, H15 1.036
6 O -2.77133 -1.37217 0.19764  S9 1.466
7 O -2.75767 0.81211 -0.84901  S9 1.425
8 O -2.60510 0.67315 1.58551  S9 1.416
9 S -2.45701 0.05470 0.32009  C1 1.882, O6 1.466, O7 1.425, O8 1.416
10 H 1.82941 -0.64189 -1.40006  C2 0.991
11 H 1.95092 -1.60414 0.09101  C2 1.156
12 H 2.43931 0.77392 0.94654  C3 1.184
13 H 1.83586 1.40739 -0.64647  C3 1.163
14 H -0.33189 -1.71403 -1.06246  N4 1.023
15 H 0.14481 1.74220 1.08399  N5 1.036

HOMO (eV): -9.61
Multiplicity: 1

A 3-piece molecular cluster, C5H16NO2 overall, computed with ωB97M-V/def2-TZVPD.

Bonds (Å) are listed after each position.
Atoms and positions in Å:
1 C 0.66097 -2.12699 -1.38693  C2 1.546, H7 1.133, H8 1.099, H9 1.053
2 C 0.59234 -0.77820 -0.63500  C1 1.546, N3 1.475, C6 1.490, H10 1.140
3 N 0.02203 0.35794 -1.38361  C2 1.475, C4 1.565, H11 0.959, H12 1.019
4 C -1.19539 0.86848 -0.54239  N3 1.565, C5 1.485, H13 1.163, H14 1.053
5 C -1.22187 0.10961 0.73354  C4 1.485, C6 1.583, H15 1.164, H16 1.070
6 C -0.11861 -1.02269 0.65148  C2 1.490, C5 1.583, H17 1.139, H18 1.117
7 H 0.99965 -2.12407 -2.46767  C1 1.133
8 H -0.32885 -2.60391 -1.37217  C1 1.099
9 H 1.24640 -2.78931 -0.81477  C1 1.053
10 H 1.55691 -0.32223 -0.23295  C2 1.140
11 H -0.37836 0.06965 -2.20546  N3 0.959
12 H 0.54517 1.23138 -1.42059  N3 1.019
13 H -1.10959 1.99738 -0.27505  C4 1.163
14 H -2.09916 0.93187 -1.07990  C4 1.053
15 H -0.94593 0.84347 1.59394  C5 1.164
16 H -2.19624 -0.27290 0.95742  C5 1.070
17 H -0.50974 -2.09223 0.68268  C6 1.139
18 H 0.58165 -0.93054 1.51664  C6 1.117
19 H 0.58855 3.64316 -2.17086  O21 0.992
20 H 1.91416 3.38338 -1.31404  O21 1.025
21 O 0.95653 3.05027 -1.46574  H19 0.992, H20 1.025
22 H 0.31997 -1.16304 4.48213  O24 0.932
23 H -0.85373 -0.68182 3.86968  O24 1.029
24 O 0.06977 -1.04116 3.59224  H22 0.932, H23 1.029

Net charge: +1
HOMO (eV): -14.62
Multiplicity: 1

C20H26N4OS in the gas phase, computed with ωB97M-V/def2-TZVPD.

Bonds (Å) are listed after each position.
Atoms and positions in Å:
1 C -1.98309 -1.48790 1.28471  C2 1.523, H27 1.087, H28 1.086, H29 1.088
2 C -3.11025 -2.49302 1.08410  C1 1.523, C3 1.530, H30 1.093, H31 1.092
3 C -4.44715 -1.85631 0.69879  C2 1.530, C4 1.532, H32 1.093, H33 1.092
4 C -4.42280 -1.09136 -0.62824  C3 1.532, N5 1.448, H34 1.096, H35 1.092
5 N -3.95962 0.27156 -0.47510  C4 1.448, C6 1.339, H36 1.008
6 C -2.88560 0.76867 -1.10233  N5 1.339, O7 1.218, C8 1.532
7 O -2.19558 0.14357 -1.88687  C6 1.218
8 C -2.55030 2.22377 -0.75832  C6 1.532, N9 1.444, H37 1.095, H38 1.092
9 N -1.12204 2.40527 -0.86579  C8 1.444, C10 1.361, H39 1.014
10 C -0.33515 2.43091 0.24431  N9 1.361, S11 1.665, N12 1.352
11 S -1.01034 2.66392 1.74796  C10 1.665
12 N 1.00462 2.35589 0.07966  C10 1.352, C13 1.451, C20 1.452
13 C 1.67096 2.22821 -1.20304  N12 1.451, C14 1.512, H40 1.096, H41 1.093
14 C 2.11364 0.81271 -1.49813  C13 1.512, C15 1.389, C19 1.388
15 C 1.22750 -0.25173 -1.38947  C14 1.389, C16 1.383, H42 1.079
16 C 1.65926 -1.54691 -1.60856  C15 1.383, C17 1.384, H43 1.079
17 C 2.97720 -1.79373 -1.95143  C16 1.384, C18 1.384, H44 1.080
18 C 3.86110 -0.73722 -2.08280  C17 1.384, C19 1.383, H45 1.080
19 C 3.43150 0.55738 -1.85276  C14 1.388, C18 1.383, H46 1.081
20 C 1.88440 2.26266 1.23145  N12 1.452, C21 1.505, H47 1.094, H48 1.094
21 C 2.30297 0.84022 1.48895  C20 1.505, C22 1.388, C26 1.393
22 C 3.62125 0.42271 1.37000  C21 1.388, C23 1.385, H49 1.082
23 C 3.92499 -0.91439 1.56348  C22 1.385, C24 1.386, H50 1.079
24 C 2.89095 -1.78615 1.86428  C23 1.386, N25 1.322, H51 1.082
25 N 1.63389 -1.39889 1.99929  C24 1.322, C26 1.319
26 C 1.35304 -0.12247 1.82226  C21 1.393, N25 1.319, H52 1.081
27 H -1.10042 -1.98349 1.68208  C1 1.087
28 H -1.70696 -1.02812 0.34085  C1 1.086
29 H -2.28095 -0.70639 1.98126  C1 1.088
30 H -3.25808 -3.05330 2.01033  C2 1.093
31 H -2.82058 -3.20684 0.30989  C2 1.092
32 H -4.76910 -1.17757 1.49290  C3 1.093
33 H -5.19528 -2.64797 0.62019  C3 1.092
34 H -5.43178 -1.06632 -1.05615  C4 1.096
35 H -3.75244 -1.57434 -1.34190  C4 1.092
36 H -4.43855 0.84106 0.20513  N5 1.008
37 H -3.05049 2.88346 -1.47577  C8 1.095
38 H -2.86031 2.48374 0.25592  C8 1.092
39 H -0.76019 1.92257 -1.68121  N9 1.014
40 H 2.55246 2.87963 -1.17785  C13 1.096
41 H 1.02237 2.60476 -1.99821  C13 1.093
42 H 0.19438 -0.08261 -1.12852  C15 1.079
43 H 0.96060 -2.36299 -1.50790  C16 1.079
44 H 3.31425 -2.80600 -2.11751  C17 1.080
45 H 4.88983 -0.92038 -2.35655  C18 1.080
46 H 4.12859 1.37863 -1.94782  C19 1.081
47 H 2.76246 2.89093 1.05304  C20 1.094
48 H 1.33709 2.65225 2.09534  C20 1.094
49 H 4.39950 1.13314 1.12626  C22 1.082
50 H 4.93951 -1.27117 1.47546  C23 1.079
51 H 3.07311 -2.84261 2.01131  C24 1.082
52 H 0.31563 0.15256 1.95304  C26 1.081

Structure (SMILES): CCCCNC(=O)CNC(=S)N(Cc1ccccc1)Cc1cccnc1
HOMO (eV): -8.11
Multiplicity: 1

C4H12N2O3 in the gas phase, computed with ωB97M-V/def2-TZVPD.

Bonds (Å) are listed after each position.
Atoms and positions in Å:
1 C -0.81102 2.02276 0.41392  C2 1.524, H10 1.088, H11 1.087, H12 1.088
2 C -0.89840 0.56126 0.83873  C1 1.524, C3 1.511, H13 1.093, H14 1.154
3 C -0.42099 -0.45873 -0.16937  C2 1.511, N4 1.459, N5 1.439, C6 1.719
4 N -0.76106 -1.83571 0.17106  C3 1.459, H15 1.015, H16 1.014
5 N -0.88541 -0.21733 -1.51022  C3 1.439, H17 1.012, H18 1.016
6 C 1.29547 -0.54903 -0.15025  C3 1.719, O7 1.380, O8 1.380, O9 1.368
7 O 1.77438 0.49339 -0.91808  C6 1.380, H19 0.964
8 O 1.75441 -0.50782 1.15081  C6 1.380, H20 1.009
9 O 1.63594 -1.73533 -0.73973  C6 1.368, H21 0.990
10 H -1.05497 2.66659 1.25599  C1 1.088
11 H 0.19411 2.24872 0.06619  C1 1.087
12 H -1.51520 2.23505 -0.38734  C1 1.088
13 H -1.92706 0.32012 1.11987  C2 1.093
14 H -0.20898 0.47438 1.76043  C2 1.154
15 H -0.60833 -2.00979 1.15953  N4 1.015
16 H -1.73186 -2.01235 -0.06250  N4 1.014
17 H -0.64821 0.71361 -1.82908  N5 1.012
18 H -0.41078 -0.84106 -2.15711  N5 1.016
19 H 2.72820 0.39295 -1.01988  O7 0.964
20 H 1.59875 0.40710 1.54796  O8 1.009
21 H 0.90104 -2.36876 -0.54094  O9 0.990

Structure (SMILES): CCC(N)(N)C(O)(O)O
HOMO (eV): -8.94
Multiplicity: 1

Let's list maximum force in order: 4.615; 1.631; 4.006; 3.189; 3.718; 0.400; 4.361; 4.692; 4.430; 0.875; 3.018 eV Å⁻¹.
Let's list energy above the lowest of the compared OMol25 structures with the same formula, charge and spin in order: 19.3; 2.6; 43.0; 268.1; 43.6; 19.5; 10.7; 28.2; 35.5; 16.8; 16.4 kcal per mole.